{
  "formula": "C54H76N8O18",
  "method": "ωB97M-V/def2-TZVPD",
  "elements": ["C", "C", "O", "N", "C", "H", "H", "H", "H", "H", "H", "H", "C", "C", "O", "N", "C", "H", "H", "H", "H", "H", "H", "H", "C", "C", "O", "N", "C", "H", "H", "H", "H", "H", "H", "H", "C", "C", "O", "N", "C", "H", "H", "H", "H", "H", "H", "H", "C", "C", "O", "N", "C", "H", "H", "H", "H", "H", "H", "H", "C", "C", "O", "N", "C", "H", "H", "H", "H", "H", "H", "H", "C", "C", "O", "N", "C", "H", "H", "H", "H", "H", "H", "H", "C", "C", "O", "N", "C", "H", "H", "H", "H", "H", "H", "H", "C", "C", "C", "O", "C", "C", "C", "O", "H", "H", "H", "H", "C", "C", "C", "O", "C", "C", "C", "O", "H", "H", "H", "H", "C", "C", "C", "O", "C", "C", "C", "O", "H", "H", "H", "H", "C", "C", "C", "O", "C", "C", "C", "O", "H", "H", "H", "H", "C", "C", "C", "O", "C", "C", "C", "O", "H", "H", "H", "H"],
  "coordinates": [[-6.78297, 26.99373, -4.55744], [-7.80878, 26.92370, -3.41481], [-8.68022, 26.08451, -3.36547], [-7.65431, 27.87012, -2.44551], [-8.40434, 27.89813, -1.20245], [-6.30900, 27.97807, -4.64074], [-7.30946, 26.67166, -5.46038], [-5.97585, 26.29247, -4.33944], [-6.95552, 28.58528, -2.56969], [-9.25528, 28.61137, -1.14631], [-7.74433, 28.18998, -0.38732], [-8.79725, 26.90185, -1.01682], [-9.78818, 27.42224, 2.03413], [-10.13015, 26.53152, 3.17935], [-9.53728, 25.43559, 3.30619], [-11.10002, 26.90161, 4.03862], [-11.38413, 26.25695, 5.31768], [-10.66084, 27.93835, 1.63182], [-9.35247, 26.76594, 1.28857], [-9.06642, 28.18363, 2.34318], [-11.81096, 27.54283, 3.71163], [-11.81903, 26.99217, 5.99991], [-10.46760, 25.86963, 5.74285], [-12.11035, 25.44358, 5.26186], [-10.40799, 23.21689, -4.09319], [-9.46990, 22.64812, -5.15858], [-9.70877, 21.63896, -5.73358], [-8.32990, 23.41710, -5.34383], [-7.26518, 23.09141, -6.27958], [-11.10726, 22.41672, -3.88522], [-10.93369, 24.10119, -4.45269], [-9.85638, 23.58062, -3.22763], [-8.31236, 24.31115, -4.87477], [-6.84447, 24.03076, -6.63652], [-7.67896, 22.50336, -7.09860], [-6.47324, 22.52883, -5.77638], [-4.85151, 22.75601, -3.25346], [-3.65223, 22.64813, -2.30799], [-2.56483, 22.19624, -2.67050], [-3.84123, 23.00797, -1.00291], [-2.79111, 23.31320, -0.05488], [-4.58505, 22.10174, -4.07798], [-5.01202, 23.76943, -3.62303], [-5.79859, 22.53024, -2.75906], [-4.71003, 23.50326, -0.84621], [-3.24603, 23.74603, 0.84215], [-2.11843, 24.09584, -0.42330], [-2.22629, 22.43547, 0.24017], [-5.64266, 20.75908, 1.28212], [-5.84123, 19.32249, 1.75618], [-6.68207, 19.05483, 2.57597], [-5.10537, 18.37215, 1.12111], [-5.52747, 16.98632, 1.11242], [-5.74703, 21.41724, 2.13979], [-6.43595, 20.92190, 0.54714], [-4.68538, 20.95821, 0.79180], [-4.41910, 18.68606, 0.44860], [-4.66564, 16.31312, 1.20689], [-6.00981, 16.78471, 0.15271], [-6.13107, 16.84447, 2.01541], [-9.53676, 22.03731, 2.88732], [-11.02882, 21.82476, 3.09601], [-11.58980, 20.79707, 3.26758], [-11.72472, 23.04387, 3.08230], [-13.12404, 23.10258, 3.33692], [-9.21876, 21.39439, 2.06186], [-9.03605, 21.71558, 3.79771], [-9.29034, 23.08467, 2.73149], [-11.15653, 23.88046, 3.02219], [-13.40713, 24.15464, 3.35739], [-13.40267, 22.64417, 4.29293], [-13.67065, 22.52533, 2.58946], [-8.33319, 23.43913, -0.87021], [-7.07891, 24.07239, -0.36068], [-6.13653, 24.36136, -1.12013], [-7.01265, 24.28302, 0.99130], [-5.84175, 24.73743, 1.71770], [-8.05916, 22.70254, -1.62611], [-8.89533, 24.16525, -1.46372], [-8.93513, 22.97861, -0.08591], [-7.84922, 24.12695, 1.54156], [-5.37278, 25.56464, 1.18676], [-5.12116, 23.92526, 1.90712], [-6.20856, 25.00575, 2.70799], [-3.13814, 23.81613, 4.28788], [-2.68015, 22.52076, 3.61668], [-3.46934, 21.78465, 3.02234], [-1.37859, 22.14586, 3.73503], [-0.36980, 22.79025, 4.54653], [-3.49701, 23.50300, 5.27361], [-3.92159, 24.22010, 3.62928], [-2.30561, 24.49438, 4.47095], [-1.21629, 21.25115, 3.28216], [0.02921, 22.05578, 5.25033], [-0.83565, 23.58910, 5.11004], [0.43014, 23.19813, 3.92367], [-13.76171, 26.93627, -4.14235], [-13.36844, 28.19816, -4.16671], [-12.18213, 28.71439, -3.41693], [-11.89740, 29.87359, -3.20674], [-11.33795, 27.57695, -3.00385], [-11.70421, 26.32599, -2.95253], [-13.08580, 25.85421, -3.35130], [-13.58227, 24.80360, -3.02120], [-14.63220, 26.59725, -4.68939], [-13.92691, 28.92882, -4.74807], [-10.31126, 27.78402, -2.72708], [-11.04130, 25.53339, -2.61514], [-3.75680, 27.41526, -2.34679], [-3.94258, 27.05638, -1.08036], [-2.83822, 26.98457, -0.03849], [-2.93963, 26.58743, 1.10742], [-1.54726, 27.44925, -0.58304], [-1.33583, 27.72112, -1.85268], [-2.41718, 27.69523, -2.93508], [-2.24160, 27.83453, -4.11491], [-4.55637, 27.47429, -3.08667], [-4.94139, 26.79468, -0.75911], [-0.73621, 27.51385, 0.13178], [-0.36347, 28.01309, -2.23251], [-13.40891, 24.75224, 0.33623], [-14.63550, 24.33772, 0.38084], [-15.11290, 22.93070, 0.08320], [-16.27416, 22.59552, 0.09025], [-13.95105, 22.01576, -0.17549], [-12.69640, 22.43112, -0.22522], [-12.25844, 23.81331, 0.01494], [-11.10129, 24.21572, -0.00876], [-13.10090, 25.78229, 0.48070], [-15.44809, 25.02274, 0.58953], [-14.22344, 20.97822, -0.32536], [-11.85614, 21.75524, -0.40689], [-7.02888, 29.80775, 4.89525], [-7.87413, 30.16283, 5.83563], [-8.60531, 29.18356, 6.74063], [-9.25681, 29.44003, 7.73165], [-8.36233, 27.78158, 6.29273], [-7.57093, 27.42113, 5.29043], [-6.75981, 28.39378, 4.49024], [-6.02819, 28.07774, 3.59650], [-6.44448, 30.50595, 4.29811], [-8.02438, 31.21457, 6.02376], [-8.88094, 27.01838, 6.85179], [-7.47116, 26.38778, 4.97931], [-6.84303, 21.23556, 5.95428], [-6.44320, 20.79298, 7.15657], [-5.69387, 21.62295, 8.16001], [-5.22569, 21.20862, 9.17447], [-5.58588, 23.05426, 7.72713], [-6.01427, 23.48723, 6.52965], [-6.71537, 22.66764, 5.49515], [-7.13773, 23.16294, 4.50198], [-7.31740, 20.52492, 5.28428], [-6.59521, 19.75958, 7.44716], [-5.14063, 23.73458, 8.44465], [-5.90530, 24.53692, 6.28547]],
  "lowdin_charge": [0.015, -0.519, 0.031, 0.028, -0.082, 0.080, 0.086, 0.072, 0.128, 0.089, 0.083, 0.075, 0.015, -0.531, -0.003, 0.025, -0.055, 0.089, 0.068, 0.088, 0.139, 0.091, 0.069, 0.075, 0.009, -0.553, 0.079, 0.007, -0.067, 0.086, 0.071, 0.041, 0.086, 0.075, 0.084, 0.067, -0.004, -0.519, 0.017, 0.015, -0.071, 0.075, 0.068, 0.063, 0.052, 0.056, 0.080, 0.080, -0.008, -0.559, 0.037, -0.004, -0.074, 0.056, 0.084, 0.061, 0.133, 0.078, 0.084, 0.084, 0.016, -0.537, 0.089, 0.006, -0.100, 0.092, 0.066, 0.035, 0.086, 0.078, 0.090, 0.072, 0.007, -0.480, -0.024, 0.055, -0.050, 0.090, 0.054, 0.065, 0.101, 0.067, 0.061, 0.073, 0.023, -0.522, 0.011, 0.012, -0.074, 0.081, 0.071, 0.065, 0.147, 0.088, 0.064, 0.086, 0.018, 0.014, -0.368, 0.113, -0.003, 0.009, -0.355, 0.115, 0.121, 0.122, 0.077, 0.092, 0.013, 0.037, -0.364, 0.097, -0.007, 0.030, -0.368, 0.123, 0.088, 0.093, 0.122, 0.119, -0.016, -0.007, -0.360, 0.120, 0.028, 0.010, -0.369, 0.064, 0.118, 0.121, 0.127, 0.134, 0.004, 0.021, -0.354, 0.114, 0.004, 0.014, -0.394, 0.123, 0.124, 0.116, 0.110, 0.107, 0.042, 0.028, -0.398, 0.127, 0.021, -0.003, -0.379, 0.115, 0.115, 0.121, 0.117, 0.107],
  "de_lowest_kj_mol": 0.00,
  "e_homo_ev": -8.80,
  "homo_lumo_gap_ev": 6.76,
  "charge": 0,
  "total_energy_ev": -106003.64134,
  "multiplicity": 1,
  "lumo_ev": -2.03
}